[1]
DFT (ωB97M-V with the def2-TZVPD basis set) results for an isolated molecule of C2H5Cl2P at a distorted geometry.

Each line ends with the natural charge from an NBO analysis.
CARTESIAN COORDINATES (ANGSTROEM)
C 0.580 0.057 0.976  -0.69
C -0.538 -0.282 0.061  -0.39
P -0.303 -0.103 -1.768  0.31
Cl -1.576 -1.599 0.387  0.07
Cl -1.848 1.420 0.457  0.07
H 0.318 -0.237 2.091  0.22
H 1.494 -0.447 0.774  0.22
H 0.819 1.072 0.832  0.22
H 0.293 1.164 -1.818  -0.02
H 0.760 -1.045 -1.992  -0.01

Calculated values
HOMO energy (spin up / spin down), eV: -6.918 / -9.303
Relative energy (zero: lowest compared OMol25 entry of this formula, charge and spin), eV: 3.116
2S+1: 3

[2]
DFT (ωB97M-V with the def2-TZVPD basis set) results for C17H33N3O2PtS as an isolated structure.

Each line ends with the natural charge from an NBO analysis.
CARTESIAN COORDINATES (ANGSTROEM)
Pt -0.649 -0.411 -0.349  1.31
C -3.700 -3.664 -0.905  -0.80
S -2.939 -2.134 -1.382  1.26
O -2.432 -1.532 -0.021  -1.00
C -1.474 -2.720 -2.184  -0.34
C -1.354 -2.496 -3.551  -0.19
C -0.241 -2.995 -4.213  -0.19
C 0.733 -3.689 -3.508  -0.16
C 0.608 -3.896 -2.135  -0.22
C -0.505 -3.421 -1.462  -0.17
H -3.002 -4.246 -0.304  0.25
H -3.963 -4.183 -1.827  0.27
H -4.600 -3.421 -0.341  0.27
H -2.118 -1.947 -4.089  0.25
H -0.136 -2.842 -5.279  0.25
H 1.594 -4.083 -4.031  0.25
H 1.366 -4.451 -1.597  0.24
H -0.630 -3.608 -0.402  0.23
C -0.863 3.331 0.862  -0.62
C 0.372 2.654 1.440  -0.23
N 0.095 1.966 2.710  -0.36
C 0.576 2.661 3.928  -0.21
C -0.264 3.872 4.293  -0.63
C -0.603 0.850 2.765  0.55
C -1.042 0.333 4.113  -0.68
N -0.932 0.119 1.706  -0.87
H -0.641 3.710 -0.138  0.22
H -1.180 4.173 1.475  0.24
H -1.694 2.630 0.799  0.20
H 1.137 3.398 1.651  0.23
H 0.805 1.948 0.738  0.21
H 1.605 2.957 3.723  0.22
H 0.619 1.951 4.748  0.22
H -0.224 4.636 3.515  0.22
H 0.116 4.319 5.211  0.25
H -1.309 3.600 4.454  0.22
H -0.197 -0.105 4.646  0.26
H -1.797 -0.439 3.991  0.24
H -1.458 1.130 4.726  0.25
H -1.554 -0.631 1.984  0.39
O -2.112 0.876 -1.507  -0.93
H -2.827 1.192 -0.938  0.52
H -1.848 1.623 -2.061  0.52
C 3.108 1.587 -1.130  -0.60
C 2.403 0.237 -1.358  -0.02
C 2.243 -0.051 -2.864  -0.60
C 3.168 -0.905 -0.663  -0.60
N 1.105 0.290 -0.795  -0.19
H 4.080 1.547 -1.621  0.25
H 3.263 1.773 -0.067  0.22
H 2.536 2.409 -1.561  0.22
H 3.238 -0.190 -3.289  0.25
H 1.759 0.781 -3.374  0.23
H 1.663 -0.962 -3.026  0.22
H 4.193 -0.896 -1.032  0.25
H 2.716 -1.870 -0.894  0.22
H 3.187 -0.766 0.418  0.23

Calculated values
HOMO energy (spin up / spin down), eV: -14.857 / -15.047
Relative energy (zero: lowest compared OMol25 entry of this formula, charge and spin), eV: 0.000
2S+1: 5
Charge: +2

Q: What is the formula in the first record?
A: C2H5Cl2P